# C18H21INO13S2

A molecular structure, C18H21INO13S2 in a non-equilibrium geometry (ωB97M-V/def2-TZVPD, the OMol25 dataset).

Properties
Total charge: -1
M: 650.40 g/mol
Kohn-Sham gap: 5.44 eV

```
56
C18H21INO13S2 | the OMol25 dataset | ωB97M-V/def2-TZVPD
C 5.53 0.04 3.96
C 5.30 -0.57 2.54
O 6.54 -0.51 1.80
C 4.86 -2.04 2.54
S 3.39 -2.28 1.45
O 3.30 -3.69 0.99
O 3.55 -1.36 0.28
N 2.12 -1.73 2.39
S 0.82 -2.79 2.41
O 0.31 -3.06 1.04
O 1.02 -4.06 3.16
C -0.50 -1.81 3.23
C -0.69 -0.52 2.37
C -1.05 0.75 3.22
I -2.82 1.69 2.32
H 6.24 0.88 3.87
H 5.90 -0.68 4.70
H 4.56 0.43 4.32
H 4.59 0.09 2.02
H 6.67 0.42 1.63
H 4.49 -2.31 3.55
H 5.68 -2.72 2.29
H -0.28 -1.62 4.29
H -1.41 -2.42 3.11
H 0.21 -0.28 1.78
H -1.49 -0.71 1.64
H -1.22 0.53 4.28
H -0.26 1.50 3.07
C -7.20 1.34 0.15
C -6.51 2.26 -0.54
C -6.35 2.16 -2.02
O -5.73 3.03 -2.60
C -6.94 1.01 -2.70
C -7.62 0.10 -2.02
C -7.81 0.21 -0.54
O -8.46 -0.65 0.04
O -8.18 -0.97 -2.61
O -5.93 3.31 0.06
H -7.32 1.40 1.22
H -6.80 0.95 -3.77
H -8.61 -1.47 -1.90
H -5.50 3.81 -0.65
C 3.04 0.13 -2.98
C 1.86 -0.30 -3.45
C 1.13 0.43 -4.53
O 0.07 0.00 -4.93
C 1.74 1.65 -5.06
C 2.91 2.08 -4.59
C 3.65 1.33 -3.53
O 4.73 1.76 -3.16
O 3.49 3.20 -5.06
O 1.27 -1.40 -2.97
H 3.57 -0.40 -2.20
H 1.19 2.18 -5.83
H 4.33 3.27 -4.56
H 0.44 -1.49 -3.46
```